{
  "formula": "C26H37MoN2O2Si",
  "method": "the ωB97M-V functional and the def2-TZVPD basis",
  "e_lumo_ev": -11.615,
  "largest_force_ev_per_a": 3.79,
  "total_charge": 3,
  "e_tot_ev": -44339.867,
  "gap_ev": 4.90,
  "e_above_lowest_kj_mol": 93.5,
  "symbols": ["Mo", "O", "C", "C", "C", "C", "C", "C", "C", "N", "N", "C", "O", "C", "C", "C", "C", "C", "C", "H", "H", "H", "H", "H", "H", "H", "H", "H", "H", "C", "C", "C", "C", "Si", "C", "C", "C", "C", "C", "C", "C", "C", "H", "H", "H", "H", "H", "H", "H", "H", "H", "H", "H", "H", "H", "H", "H", "H", "H", "H", "H", "H", "H", "H", "H", "H", "H", "H", "H"],
  "xyz": [[0.72, -0.91, -0.38], [2.37, -1.07, 0.05], [3.31, -1.73, 0.76], [4.67, -1.60, 0.54], [5.56, -2.36, 1.28], [5.11, -3.23, 2.26], [3.75, -3.37, 2.50], [2.82, -2.63, 1.74], [1.42, -2.83, 1.93], [0.49, -2.21, 1.25], [-0.78, -2.53, 1.48], [-1.58, -2.15, 0.53], [-0.96, -1.47, -0.46], [-2.97, -2.47, 0.53], [-3.55, -2.96, 1.73], [-4.87, -3.32, 1.76], [-5.65, -3.21, 0.61], [-5.10, -2.72, -0.57], [-3.77, -2.36, -0.62], [5.05, -0.92, -0.22], [6.62, -2.28, 1.08], [5.82, -3.81, 2.83], [3.39, -4.05, 3.25], [1.10, -3.56, 2.67], [-2.93, -3.03, 2.61], [-5.31, -3.71, 2.67], [-6.69, -3.51, 0.63], [-5.72, -2.65, -1.46], [-3.33, -2.03, -1.56], [-1.43, 2.10, 2.35], [-0.20, 2.32, 1.45], [1.05, 1.78, 2.16], [-0.03, 3.82, 1.18], [-0.42, 1.31, -0.20], [-1.85, 1.59, -1.56], [-3.16, 1.20, -0.86], [-1.61, 0.65, -2.76], [-1.95, 3.04, -2.06], [2.43, 1.37, -2.19], [1.78, 2.51, -2.85], [3.45, 1.69, -1.17], [2.30, 0.04, -2.73], [-1.26, 2.60, 3.30], [-1.59, 1.04, 2.56], [-2.33, 2.53, 1.92], [1.11, 2.22, 3.15], [1.96, 2.05, 1.62], [1.03, 0.69, 2.29], [0.06, 4.34, 2.13], [-0.88, 4.24, 0.66], [0.87, 4.03, 0.61], [-3.12, 0.21, -0.41], [-3.96, 1.19, -1.60], [-3.44, 1.92, -0.10], [-1.40, -0.39, -2.47], [-0.80, 1.01, -3.40], [-2.51, 0.64, -3.37], [-2.13, 3.74, -1.25], [-2.79, 3.12, -2.75], [-1.06, 3.35, -2.60], [1.41, 3.26, -2.16], [1.01, 2.22, -3.56], [2.55, 3.04, -3.43], [3.21, 2.60, -0.62], [4.40, 1.91, -1.69], [3.66, 0.88, -0.48], [1.91, 0.02, -3.74], [1.52, -0.69, -2.09], [3.23, -0.54, -2.67]]
}